[1]
{
  "formula": "C40H42N6O2PtS",
  "method": "the ωB97M-V functional and the def2-TZVPD basis",
  "symbols": ["Pt", "O", "C", "C", "C", "C", "C", "C", "C", "C", "C", "O", "C", "C", "C", "C", "C", "C", "C", "C", "C", "C", "C", "C", "N", "C", "C", "C", "C", "C", "C", "C", "C", "C", "C", "C", "C", "H", "H", "H", "H", "H", "H", "H", "H", "H", "H", "H", "H", "H", "H", "H", "H", "H", "H", "H", "H", "H", "H", "H", "H", "H", "H", "H", "N", "N", "C", "N", "S", "H", "H", "H", "H", "H", "N", "C", "N", "C", "C", "C", "C", "C", "H", "H", "H", "H", "H", "H", "H", "H", "H", "H"],
  "xyz": [[-0.976, -0.020, -0.542], [-0.200, 0.905, -2.151], [0.720, 1.963, -2.107], [0.530, 2.786, -0.804], [1.128, 2.071, 0.342], [2.289, 2.485, 0.966], [2.848, 1.691, 1.952], [2.243, 0.493, 2.288], [1.066, 0.136, 1.661], [0.411, -1.175, 1.878], [0.806, -2.069, 0.692], [0.428, -1.453, -0.545], [2.319, -2.322, 0.762], [3.198, -1.493, 0.079], [4.571, -1.666, 0.223], [5.063, -2.666, 1.047], [4.183, -3.500, 1.725], [2.813, -3.333, 1.583], [0.052, -3.409, 0.722], [-0.977, -3.695, 1.611], [-1.641, -4.918, 1.532], [-1.306, -5.835, 0.550], [-0.283, -5.544, -0.347], [0.383, -4.331, -0.270], [0.522, 0.936, 0.725], [2.179, 1.463, -2.283], [2.385, 0.183, -2.783], [3.678, -0.300, -2.959], [4.768, 0.495, -2.645], [4.567, 1.780, -2.159], [3.278, 2.272, -2.006], [0.512, 2.823, -3.376], [-0.129, 2.242, -4.473], [-0.224, 2.920, -5.682], [0.344, 4.177, -5.820], [0.964, 4.765, -4.729], [1.047, 4.097, -3.515], [-0.546, 2.870, -0.636], [0.941, 3.786, -0.902], [2.747, 3.424, 0.693], [3.764, 1.998, 2.442], [2.677, -0.157, 3.037], [-0.669, -1.067, 1.843], [0.712, -1.624, 2.822], [2.806, -0.719, -0.567], [5.251, -1.018, -0.318], [6.132, -2.805, 1.155], [4.564, -4.291, 2.359], [2.129, -3.992, 2.105], [-1.256, -3.000, 2.394], [-2.420, -5.148, 2.248], [-1.854, -6.765, 0.469], [-0.010, -6.254, -1.118], [1.162, -4.091, -0.984], [1.529, -0.442, -3.003], [3.825, -1.303, -3.342], [5.775, 0.122, -2.793], [5.413, 2.413, -1.922], [3.147, 3.297, -1.678], [-0.536, 1.244, -4.374], [-0.723, 2.451, -6.523], [0.323, 4.685, -6.776], [1.407, 5.749, -4.826], [1.542, 4.596, -2.689], [-2.672, 1.445, -1.295], [-3.108, 0.973, -2.537], [-2.937, -0.298, -2.921], [-3.350, -0.645, -4.129], [-2.290, -1.479, -1.884], [-3.460, 1.796, -0.756], [-1.987, 2.176, -1.462], [-3.454, 1.646, -3.204], [-3.803, 0.002, -4.755], [-3.280, -1.610, -4.414], [-2.403, 0.028, 1.054], [-2.920, 0.386, 2.028], [-3.501, 0.782, 3.113], [-4.971, 0.750, 3.298], [-5.326, -0.098, 4.513], [-4.537, 0.344, 5.750], [-3.032, 0.312, 5.472], [-2.703, 1.210, 4.288], [-5.430, 0.351, 2.395], [-5.312, 1.778, 3.439], [-5.109, -1.148, 4.294], [-6.397, -0.007, 4.696], [-4.767, -0.319, 6.583], [-4.834, 1.356, 6.042], [-2.720, -0.712, 5.244], [-2.469, 0.652, 6.340], [-1.645, 1.174, 4.033], [-2.971, 2.243, 4.517]],
  "lowdin_charge": [1.32, -0.31, -0.43, -0.04, -0.24, 0.02, 0.02, 0.02, -0.24, -0.08, -0.42, -0.26, -0.17, -0.03, -0.05, -0.06, -0.05, -0.02, -0.18, -0.04, -0.07, -0.07, -0.05, -0.02, 0.07, -0.15, -0.03, -0.07, -0.08, -0.05, -0.04, -0.14, -0.03, -0.07, -0.07, -0.05, -0.03, 0.11, 0.12, 0.13, 0.13, 0.14, 0.06, 0.15, 0.09, 0.10, 0.11, 0.11, 0.13, 0.10, 0.11, 0.11, 0.11, 0.13, 0.12, 0.12, 0.11, 0.11, 0.11, 0.10, 0.11, 0.11, 0.12, 0.11, 0.00, -0.03, -0.77, 0.16, 0.81, 0.13, 0.08, 0.17, 0.14, 0.13, 0.05, -0.19, -0.06, -0.11, -0.17, -0.18, -0.17, -0.11, 0.13, 0.13, 0.12, 0.12, 0.12, 0.12, 0.12, 0.12, 0.12, 0.14],
  "fmax_ev_per_a": 1.5,
  "homo_lumo_gap_ev": 6.03,
  "homo_energy_ha": -0.4778,
  "de_lowest_kcal_mol": 31.2,
  "lumo_ev": -6.968,
  "charge": 2,
  "e_tot_ha": -2545.41713
}

[2]
{
  "formula": "C40H43BCl2IrN5O5",
  "method": "the ωB97M-V functional and the def2-TZVPD basis",
  "symbols": ["Ir", "O", "C", "O", "C", "C", "N", "N", "C", "C", "O", "O", "H", "H", "H", "Cl", "C", "C", "C", "Cl", "C", "C", "C", "C", "N", "C", "C", "O", "H", "H", "H", "H", "C", "C", "C", "C", "C", "C", "C", "C", "C", "C", "C", "C", "N", "B", "N", "C", "C", "C", "C", "C", "C", "C", "C", "C", "C", "C", "C", "C", "C", "H", "H", "H", "H", "H", "H", "H", "H", "H", "H", "H", "H", "H", "H", "H", "H", "H", "H", "H", "H", "H", "H", "H", "H", "H", "H", "H", "H", "H", "H", "H", "H", "H", "H", "H", "H"],
  "xyz": [[-1.470, 0.025, -0.123], [-2.766, 5.944, 0.074], [-1.549, 5.782, 0.566], [-0.873, 6.698, 0.959], [-1.015, 4.388, 0.623], [0.211, 4.077, 1.166], [0.388, 2.753, 1.021], [-0.661, 2.188, 0.418], [-1.511, 3.153, 0.166], [-2.754, 2.728, -0.488], [-3.641, 3.532, -0.733], [-2.805, 1.461, -0.736], [-3.160, 5.093, -0.238], [0.934, 4.724, 1.638], [1.185, 2.187, 1.281], [-0.165, -4.880, -0.463], [-1.762, -4.230, -0.287], [-2.859, -5.121, -0.361], [-4.135, -4.670, -0.249], [-5.466, -5.792, -0.296], [-4.375, -3.285, -0.112], [-5.645, -2.669, -0.048], [-5.734, -1.307, 0.005], [-4.558, -0.535, -0.003], [-3.368, -1.102, -0.010], [-3.257, -2.443, -0.056], [-1.926, -2.886, -0.078], [-0.937, -2.012, 0.071], [-2.670, -6.177, -0.504], [-6.533, -3.286, -0.054], [-6.694, -0.812, 0.046], [-4.585, 0.544, -0.021], [1.838, 4.724, -1.554], [2.388, 3.297, -1.677], [3.841, 3.366, -2.163], [1.554, 2.434, -2.616], [1.196, 2.994, -3.839], [0.451, 2.292, -4.770], [0.068, 0.996, -4.485], [0.404, 0.388, -3.280], [0.017, -1.078, -3.112], [-1.493, -1.275, -3.249], [0.739, -1.951, -4.143], [1.140, 1.124, -2.329], [1.456, 0.512, -1.060], [0.595, -0.040, -0.052], [1.455, -0.406, 1.050], [2.769, -0.021, 0.679], [2.770, 0.503, -0.542], [1.261, -1.209, 2.249], [2.039, -2.376, 2.419], [1.831, -3.158, 3.548], [0.889, -2.824, 4.503], [0.157, -1.665, 4.343], [0.334, -0.841, 3.236], [-0.437, 0.460, 3.210], [-0.032, 1.369, 4.376], [-1.952, 0.237, 3.228], [3.135, -2.833, 1.458], [4.515, -2.580, 2.079], [3.018, -4.308, 1.076], [2.333, 5.243, -0.729], [0.763, 4.732, -1.374], [2.029, 5.304, -2.460], [2.379, 2.851, -0.684], [3.882, 3.845, -3.145], [4.291, 2.377, -2.264], [4.452, 3.948, -1.468], [1.504, 4.006, -4.069], [0.182, 2.751, -5.714], [-0.499, 0.438, -5.221], [0.314, -1.419, -2.125], [-1.845, -0.992, -4.244], [-2.048, -0.661, -2.535], [-1.757, -2.322, -3.077], [0.415, -1.711, -5.159], [0.518, -3.005, -3.957], [1.821, -1.813, -4.089], [3.606, -0.125, 1.346], [3.626, 0.804, -1.122], [2.421, -4.057, 3.682], [0.744, -3.450, 5.375], [-0.566, -1.384, 5.101], [-0.192, 0.966, 2.290], [-0.314, 0.926, 5.334], [-0.536, 2.337, 4.291], [1.047, 1.543, 4.389], [-2.263, -0.307, 4.123], [-2.271, -0.346, 2.364], [-2.478, 1.196, 3.208], [3.058, -2.265, 0.535], [4.653, -3.213, 2.959], [4.640, -1.545, 2.403], [5.307, -2.812, 1.362], [3.205, -4.968, 1.927], [3.758, -4.547, 0.307], [2.030, -4.524, 0.684]],
  "lowdin_charge": [1.30, 0.14, -0.50, 0.11, -0.04, 0.01, 0.07, 0.04, -0.12, -0.52, 0.09, -0.17, 0.07, 0.15, 0.16, 0.76, -0.56, -0.11, -0.60, 0.69, -0.16, 0.00, -0.02, -0.07, 0.01, -0.16, -0.37, -0.22, 0.11, 0.10, 0.11, 0.11, -0.06, -0.37, -0.06, -0.12, -0.04, -0.06, -0.04, -0.12, -0.37, -0.06, -0.05, -0.09, 0.07, -0.54, 0.08, -0.08, -0.06, -0.07, -0.11, -0.04, -0.06, -0.04, -0.13, -0.39, -0.05, -0.06, -0.37, -0.06, -0.07, 0.09, 0.07, 0.08, 0.09, 0.08, 0.07, 0.08, 0.11, 0.11, 0.11, 0.10, 0.08, 0.05, 0.08, 0.08, 0.08, 0.08, 0.11, 0.12, 0.11, 0.11, 0.11, 0.06, 0.08, 0.08, 0.08, 0.08, 0.04, 0.08, 0.11, 0.08, 0.07, 0.08, 0.07, 0.09, 0.00],
  "fmax_ev_per_a": 1.7,
  "homo_lumo_gap_ev": [7.13, 7.14],
  "homo_energy_ha": [-0.2957, -0.2957],
  "de_lowest_kcal_mol": 33.3,
  "lumo_ev": [-0.918, -0.910],
  "e_tot_ha": -3249.71705
}